{"formula": "C3H6N2O2S", "method": "ωB97M-V/def2-TZVPD", "symbols": ["C", "C", "C", "N", "N", "O", "O", "S", "H", "H", "H", "H", "H", "H"], "xyz": [[0.312342, 0.257490, 0.686897], [0.670180, 1.302401, 1.343639], [2.402036, 0.980573, -1.204181], [-2.437683, -1.146566, 1.041548], [-2.320643, -1.738126, -0.088662], [-1.118707, -1.454784, -0.610217], [-3.000072, -2.605752, -0.594844], [0.827386, 1.665807, -0.473069], [-0.685837, -0.695039, 0.208803], [1.014763, 2.022101, 2.085349], [2.491095, 0.207855, -0.438139], [3.100071, 1.854883, -1.244935], [2.114034, 0.631390, -2.133468], [-3.368966, -1.282233, 1.421278]], "forces_ev_per_a": [[-0.52, -3.51, -3.95], [1.69, 5.69, 2.57], [-0.76, 1.76, 2.79], [-0.69, 0.37, -0.56], [0.58, -0.07, 2.86], [0.73, 0.74, 0.22], [-0.13, 0.49, -0.68], [-0.64, -1.20, 1.24], [-0.41, -0.78, -1.70], [-0.25, -0.80, -0.29], [1.11, -0.10, -0.47], [-0.34, -1.16, 0.14], [-0.23, -0.89, -1.93], [-0.15, -0.54, -0.24]], "nbo_charge": [-0.277, -0.523, -0.722, -0.550, 0.567, -0.459, -0.408, 0.612, 0.411, 0.276, 0.264, 0.235, 0.229, 0.344], "e_above_lowest_kj_mol": 823.95, "e_lumo_ha": [0.0103, -0.1355], "spin_multiplicity": 3, "gap_ev": [5.837, 6.133], "s2": 2.01, "homo_energy_ev": [-5.6, -9.8]}



{"formula": "C29H29F3N3O4S2V", "method": "ωB97M-V/def2-TZVPD", "symbols": ["V", "N", "C", "S", "N", "N", "C", "C", "C", "C", "C", "C", "C", "O", "H", "H", "H", "H", "H", "H", "H", "C", "C", "C", "C", "C", "C", "C", "C", "C", "C", "H", "H", "H", "H", "H", "H", "H", "H", "H", "H", "H", "H", "H", "H", "H", "C", "C", "C", "C", "C", "C", "C", "C", "C", "C", "H", "H", "H", "H", "H", "H", "H", "F", "C", "F", "F", "S", "O", "O", "O"], "xyz": [[0.377386, -0.024018, 0.006488], [-4.682465, -0.326058, 0.924297], [-3.792979, -0.464839, -0.087794], [-5.888538, 0.050022, -1.752563], [-2.536808, -0.700436, 0.285854], [-1.529503, -0.860473, -0.682597], [-1.766818, -1.599087, -1.719825], [-0.881110, -1.804259, -2.832085], [-1.306970, -2.549880, -3.941236], [-0.490468, -2.720160, -5.033203], [0.778583, -2.133166, -5.037119], [1.227425, -1.395109, -3.964893], [0.404689, -1.216594, -2.823108], [0.853758, -0.545663, -1.804826], [-5.577933, 0.061836, 0.633954], [-4.273586, -0.078147, 1.819896], [-2.734259, -2.077646, -1.772618], [-2.304808, -2.973548, -3.927110], [-0.829955, -3.290181, -5.888819], [1.421968, -2.258392, -5.900940], [2.213014, -0.946857, -3.967175], [2.085657, -0.479879, 1.351274], [2.166865, -1.467514, 0.327528], [1.049815, -2.299069, 0.421057], [0.253644, -1.861063, 1.530172], [0.901130, -0.753246, 2.112369], [0.511756, -0.104376, 3.406038], [-0.935083, -2.579964, 2.063836], [0.716361, -3.475162, -0.428796], [3.275309, -1.510016, -0.671353], [3.258388, 0.321595, 1.816255], [0.935247, -0.676498, 4.236664], [-0.575674, -0.064607, 3.522153], [0.885101, 0.910304, 3.486822], [-0.611010, -3.568750, 2.404676], [-1.718023, -2.704740, 1.312529], [-1.379572, -2.043278, 2.900352], [0.865698, -4.387186, 0.158111], [1.337809, -3.530208, -1.320758], [-0.330512, -3.461553, -0.739216], [3.146822, -2.326426, -1.381578], [4.236583, -1.634285, -0.167246], [3.300043, -0.574609, -1.230333], [2.972466, 1.082937, 2.532695], [3.766902, 0.814004, 0.988849], [3.966225, -0.358954, 2.301995], [2.911530, 4.945904, 2.087598], [2.013841, 3.971191, 2.567739], [1.604157, 2.954135, 1.751906], [2.050944, 2.821373, 0.414078], [1.642219, 1.723959, -0.438932], [2.061655, 1.804278, -1.753257], [2.886586, 2.845270, -2.246060], [3.326612, 3.828021, -1.421894], [2.912995, 3.842661, -0.068738], [3.338806, 4.882328, 0.795471], [3.236684, 5.753282, 2.732868], [1.625727, 4.041960, 3.576147], [0.885528, 2.240570, 2.094049], [1.773249, 1.041380, -2.453289], [3.174468, 2.838223, -3.291576], [3.974466, 4.619497, -1.784056], [4.005529, 5.641291, 0.398157], [-1.269103, 4.110062, 0.810653], [-1.894365, 3.435390, 1.786938], [-1.164018, 3.518677, 2.901758], [-3.050778, 4.051935, 2.026666], [-2.269426, 1.667317, 1.270742], [-2.717098, 1.170470, 2.589326], [-4.194566, -0.348271, -1.326093], [-0.803389, 1.249617, 0.995501]], "forces_ev_per_a": [[-0.83, -0.54, -0.59], [0.07, 0.04, -0.24], [-0.25, -0.15, -0.14], [0.24, -0.07, 0.24], [0.20, -0.37, -0.62], [-0.44, 0.22, 0.35], [-0.22, 0.38, 0.44], [0.45, 0.19, -0.06], [-0.03, 0.15, 0.30], [0.09, -0.06, -0.21], [-0.02, -0.03, -0.06], [-0.21, 0.03, 0.35], [-0.20, -0.51, -0.48], [-0.24, 0.35, 0.37], [0.15, -0.05, 0.02], [-0.10, 0.01, -0.15], [-0.22, -0.03, -0.08], [0.00, 0.00, 0.01], [0.01, 0.01, 0.03], [-0.01, 0.00, 0.02], [0.01, 0.02, 0.03], [0.06, -0.26, 0.65], [0.34, 0.47, -0.11], [-0.54, 0.25, 0.17], [0.31, 0.28, -0.25], [0.32, 0.07, 0.21], [-0.27, -0.12, -0.10], [-0.18, -0.04, -0.09], [-0.08, -0.11, 0.03], [-0.02, -0.10, 0.01], [0.07, -0.08, -0.08], [-0.02, -0.03, 0.01], [0.16, 0.04, -0.05], [0.05, 0.06, 0.00], [-0.06, 0.00, 0.05], [0.12, 0.00, 0.07], [0.00, -0.02, -0.05], [0.02, -0.02, -0.06], [-0.03, 0.00, 0.00], [0.11, -0.01, 0.04], [0.01, 0.03, 0.01], [0.01, -0.03, 0.01], [0.06, 0.01, -0.02], [0.02, 0.03, 0.05], [0.02, 0.00, 0.01], [0.01, 0.02, 0.00], [-0.02, 0.03, 0.09], [-0.02, -0.04, -0.07], [0.11, 0.15, -0.12], [-0.19, -0.06, -0.07], [-0.07, -0.13, -0.11], [0.16, 0.21, 0.20], [-0.04, -0.07, -0.01], [0.08, 0.13, 0.01], [0.00, -0.05, -0.04], [0.03, 0.01, -0.06], [0.00, -0.01, 0.00], [-0.01, 0.00, 0.01], [-0.20, -0.17, 0.13], [0.05, 0.07, -0.05], [-0.01, -0.01, 0.00], [0.00, -0.01, 0.02], [-0.02, -0.03, 0.00], [0.07, 0.04, 0.04], [0.30, -0.29, -0.30], [0.17, -0.02, 0.09], [-0.44, 0.22, 0.03], [0.26, -0.04, 0.22], [0.06, -0.12, -0.06], [0.28, -0.11, 0.25], [0.48, 0.23, -0.23]], "mulliken_spin": [1.255, 0.000, -0.001, 0.000, 0.001, -0.008, 0.015, 0.021, 0.001, -0.003, 0.002, -0.002, -0.004, -0.016, 0.000, 0.000, -0.001, 0.000, 0.000, 0.000, -0.001, -0.029, -0.020, -0.057, -0.003, -0.017, 0.001, -0.001, 0.005, 0.006, -0.002, -0.001, 0.000, -0.001, -0.001, -0.001, 0.000, -0.001, 0.000, -0.002, 0.000, 0.000, -0.003, -0.001, -0.001, -0.001, -0.002, 0.003, -0.004, -0.039, -0.061, -0.001, -0.010, 0.009, -0.008, 0.003, 0.000, 0.000, 0.005, -0.004, 0.000, 0.000, 0.000, 0.000, 0.004, 0.000, 0.000, 0.002, 0.000, 0.000, -0.025], "e_above_lowest_kj_mol": 77.62, "e_lumo_ha": [0.0637, 0.0848], "spin_multiplicity": 2, "gap_ev": [5.841, 6.418], "s2": 0.79, "total_charge": -1, "homo_energy_ev": [-4.1, -4.1]}